1.
Computed, not measured: 2 unconnected molecules or ions with the total composition C3H10N4 in a non-equilibrium geometry, with ωB97M-V/def2-TZVPD.

Each line ends with the Mulliken charge.
Atoms and positions in Å:
C -1.45 -0.16 -0.82  0.27
C 1.79 -0.18 -0.23  0.59
C -0.84 0.02 1.61  -0.98
N 2.18 0.50 0.74  -0.21
N -0.74 -0.27 0.22  -0.13
N -2.70 0.26 -1.00  -0.30
N 2.30 -0.65 -1.30  -0.26
H -0.94 -0.72 -1.61  0.25
H -1.90 -0.27 1.97  0.38
H 0.00 -0.44 2.07  0.40
H -0.85 1.10 1.80  0.45
H 1.51 0.53 1.56  0.14
H 3.08 1.09 0.87  0.34
H -2.98 0.29 -1.99  0.28
H -3.44 0.40 -0.39  0.23
H 3.17 -0.19 -1.60  0.27
H 1.81 -1.30 -1.90  0.28

Values from the calculation:
Relative energy (zero: lowest compared OMol25 entry of this formula, charge and spin), eV: 4.904
Charge: +2
LUMO (alpha / beta), eV: -10.75 / -11.53
HOMO-LUMO gap (alpha / beta), Ha: 0.307 / 0.267
HOMO (alpha / beta), eV: -19.1 / -18.8
DFT total energy, eV: -9212.002


2.
Computed, not measured: a molecular structure, C3H10N4 in a non-equilibrium geometry, with ωB97M-V/def2-TZVPD.

Each line ends with the Mulliken charge.
Atoms and positions in Å:
C 0.05 0.26 0.40  -0.88
C 1.46 0.22 0.00  0.88
C -1.68 -0.36 -0.51  -0.03
N -0.83 -0.84 0.53  -0.05
N 2.23 1.21 0.40  -0.31
N 1.90 -0.87 -0.66  -0.37
N -2.77 0.26 -0.23  -0.19
H -0.22 1.20 0.78  0.40
H -1.16 -0.03 -1.42  0.43
H -0.36 -1.78 0.28  0.40
H 1.75 2.05 0.63  0.22
H 3.19 1.14 0.40  0.22
H 1.58 -1.76 -1.00  0.21
H 2.87 -0.87 -0.69  0.21
H -1.46 -0.69 1.30  0.35
H -3.16 0.37 0.71  0.24
H -3.39 0.51 -0.94  0.27

Values from the calculation:
Relative energy (zero: lowest compared OMol25 entry of this formula, charge and spin), eV: 3.608
Charge: +2
LUMO, eV: -9.13
HOMO-LUMO gap, Ha: 0.303
HOMO, eV: -17.4
DFT total energy, eV: -9213.297


3.
Computed, not measured: a gas-phase ion, C3H10N4 (charge +2) in a non-equilibrium geometry, with ωB97M-V/def2-TZVPD.

Each line ends with the Mulliken charge.
Atoms and positions in Å:
C -0.42 1.17 0.42  -0.10
C -1.63 0.87 0.05  -0.03
C 0.82 0.59 -0.34  0.14
N -2.79 0.60 -0.25  -0.23
N 1.99 1.27 -0.09  -0.52
N -0.47 -1.54 0.05  -0.54
N 0.89 -0.92 0.16  -0.24
H -0.33 1.96 1.19  0.37
H 0.68 0.32 -1.34  0.54
H -3.14 0.98 -1.10  0.31
H -3.21 0.02 0.47  0.33
H 2.39 1.63 -0.93  0.28
H 2.00 1.98 0.61  0.25
H -0.69 -2.41 0.48  0.31
H -0.62 -1.79 -0.94  0.30
H 1.68 -1.52 -0.39  0.44
H 1.00 -1.06 1.19  0.38

Values from the calculation:
Relative energy (zero: lowest compared OMol25 entry of this formula, charge and spin), eV: 4.118
Charge: +2
LUMO (alpha / beta), eV: -8.13 / -12.70
Spin multiplicity: 3
HOMO-LUMO gap (alpha / beta), Ha: 0.290 / 0.234
HOMO (alpha / beta), eV: -16.0 / -19.1
DFT total energy, eV: -9208.651


4.
Computed, not measured: C3H10N4O in the gas phase in a non-equilibrium geometry, with ωB97M-V/def2-TZVPD.

Each line ends with the Mulliken charge.
Atoms and positions in Å:
H 2.46 1.28 -0.43  0.27
N 1.50 1.54 -0.41  -0.70
C 0.82 0.47 -0.25  0.40
N 1.29 -0.70 0.13  0.15
N 2.63 -0.85 0.05  -0.91
N -0.60 0.47 -0.29  0.06
C -1.17 1.78 0.28  -0.83
O -1.16 -0.55 0.49  -0.38
C -1.97 -1.37 -0.39  -0.45
H 0.69 -1.35 0.64  0.27
H 2.93 -0.55 1.01  0.25
H 2.62 -2.00 -0.23  0.30
H -1.23 1.70 1.40  0.30
H -0.27 2.69 0.12  0.32
H -2.20 2.07 -0.28  0.24
H -2.85 -0.77 -0.64  0.23
H -2.07 -2.26 0.20  0.26
H -1.42 -1.60 -1.39  0.23

Values from the calculation:
Relative energy (zero: lowest compared OMol25 entry of this formula, charge and spin), eV: 6.099
Charge: 0
LUMO, eV: 0.64
HOMO-LUMO gap, Ha: 0.340
SMILES string: [H]/N=C(\NN)N(C)OC
HOMO, eV: -8.6
DFT total energy, eV: -11276.101


5.
Computed, not measured: 2 unconnected molecules or ions with the total composition C3H10N4O in a non-equilibrium geometry, with ωB97M-V/def2-TZVPD.

Each line ends with the Mulliken charge.
Atoms and positions in Å:
H -2.92 -0.62 0.39  0.19
N -2.00 -0.21 0.51  -0.64
N -1.26 -1.04 1.20  -0.31
C 0.00 -0.72 1.42  -0.61
C 0.60 0.52 1.04  0.95
N -0.14 1.64 1.03  -0.50
N 1.95 0.61 0.93  -0.45
H 0.62 -1.50 1.84  0.40
H -1.15 1.41 0.96  0.38
H 0.18 2.41 0.47  0.24
H 2.48 -0.24 0.82  0.23
H 2.35 1.48 0.62  0.20
C 0.11 -0.80 -2.12  -0.63
O -0.35 0.34 -1.45  -0.56
H 0.79 -1.40 -1.48  0.22
H -0.72 -1.46 -2.42  0.27
H 0.65 -0.50 -3.01  0.23
H -1.18 0.08 -0.76  0.39

Values from the calculation:
Relative energy (zero: lowest compared OMol25 entry of this formula, charge and spin), eV: 3.132
Charge: 0
LUMO, eV: 0.61
HOMO-LUMO gap, Ha: 0.320
SMILES string: [H]/N=N/C=C(N)N.CO
HOMO, eV: -8.1
DFT total energy, eV: -11279.069


6.
Computed, not measured: 2 unconnected molecules or ions with the total composition C3H10N4O2 in a non-equilibrium geometry, with ωB97M-V/def2-TZVPD.

Each line ends with the Mulliken charge.
Atoms and positions in Å:
C -1.10 0.72 0.03  0.47
C -1.55 -0.73 -0.06  0.61
C 2.90 0.02 -0.30  0.33
N -2.06 1.65 0.08  -0.38
N -0.61 -1.59 -0.36  -0.24
N 0.17 0.86 0.05  -0.50
N -2.79 -1.10 0.13  -0.34
O 3.19 -0.99 0.40  -0.31
O 3.30 1.20 -0.18  -0.30
H -3.03 1.47 -0.13  0.17
H -1.81 2.63 0.10  0.23
H 0.33 -1.24 -0.44  0.08
H -0.78 -2.59 -0.42  0.25
H 2.22 -0.15 -1.14  0.46
H 0.45 1.83 0.12  0.21
H -3.53 -0.47 0.41  0.21
H -3.05 -2.08 0.06  0.24
H 3.83 -0.92 1.14  0.41
H 3.93 1.47 0.52  0.40

Values from the calculation:
Relative energy (zero: lowest compared OMol25 entry of this formula, charge and spin), eV: 0.000
Charge: +2
LUMO, eV: -7.61
HOMO-LUMO gap, Ha: 0.361
HOMO, eV: -17.4
DFT total energy, eV: -13312.122


7.
Computed, not measured: C3H10N6 in the gas phase in a non-equilibrium geometry, with ωB97M-V/def2-TZVPD.

Each line ends with the Mulliken charge.
Atoms and positions in Å:
C 2.25 1.60 0.56  -0.81
C -3.17 -0.64 -0.05  -0.78
C 1.68 -1.11 -0.62  -0.71
N -1.10 2.18 -0.23  -0.93
N 0.19 2.10 0.02  -0.46
N -2.03 1.29 -0.30  0.58
N 1.03 1.12 -0.07  1.27
N -1.96 0.06 0.01  -0.34
N 0.89 0.06 -0.76  -0.75
H 3.10 1.26 0.15  0.30
H 2.22 2.77 0.56  0.31
H 2.33 1.35 1.60  0.33
H -3.05 -1.58 -0.62  0.24
H -3.55 -0.88 1.03  0.22
H -3.93 -0.11 -0.56  0.37
H 2.76 -0.96 -0.49  0.30
H 1.22 -1.69 0.24  0.24
H 1.59 -1.62 -1.47  0.33
H -2.94 1.73 -0.57  0.29

Values from the calculation:
Relative energy (zero: lowest compared OMol25 entry of this formula, charge and spin), eV: 6.071
Charge: 0
LUMO (alpha / beta), eV: 0.58 / 0.57
HOMO-LUMO gap (alpha / beta), Ha: 0.281 / 0.279
HOMO (alpha / beta), eV: -7.1 / -7.0
DFT total energy, eV: -12206.094


8.
Computed, not measured: 2 unconnected molecules or ions with the total composition C3H10NO in a non-equilibrium geometry, with ωB97M-V/def2-TZVPD.

Each line ends with the Mulliken charge.
Atoms and positions in Å:
C -1.40 -1.62 -0.87  -0.66
O -1.81 -0.38 -0.23  -0.63
H -0.75 -1.39 -1.71  0.27
H -2.26 -2.17 -1.22  0.38
H -0.90 -2.24 -0.13  0.23
H -2.69 -0.15 -0.57  0.34
C 0.94 1.88 0.07  -0.78
C 1.54 -0.20 1.13  -0.03
N 0.68 0.54 0.57  0.17
H 0.75 1.95 -0.99  0.32
H 0.27 2.55 0.59  0.32
H 1.98 2.15 0.25  0.32
H 2.53 0.20 1.31  0.25
H 1.37 -1.22 1.45  0.25
H -0.25 0.12 0.34  0.26

Values from the calculation:
Relative energy (zero: lowest compared OMol25 entry of this formula, charge and spin), eV: 1.108
Charge: +1
LUMO, eV: -4.73
HOMO-LUMO gap, Ha: 0.381
HOMO, eV: -15.1
DFT total energy, eV: -6803.202


9.
Computed, not measured: a gas-phase ion, C3H10NO (charge +1) in a non-equilibrium geometry, with ωB97M-V/def2-TZVPD.

Each line ends with the Mulliken charge.
Atoms and positions in Å:
C 1.36 0.99 -0.80  -1.39
C 0.48 -0.21 -0.45  0.48
O 0.93 -0.90 0.69  -0.62
C -0.93 0.28 -0.03  -0.81
N -1.54 -0.70 0.89  -0.22
H 0.85 1.78 -1.35  0.37
H 2.22 0.61 -1.34  0.37
H 1.70 1.45 0.11  0.40
H 0.36 -0.88 -1.31  0.33
H 1.83 -1.26 0.63  0.34
H -0.78 1.21 0.51  0.36
H -1.48 0.50 -0.94  0.33
H -1.91 -0.23 1.70  0.35
H -0.81 -1.33 1.21  0.33
H -2.28 -1.30 0.49  0.37

Values from the calculation:
Relative energy (zero: lowest compared OMol25 entry of this formula, charge and spin), eV: 0.176
Charge: +1
LUMO, eV: -3.55
HOMO-LUMO gap, Ha: 0.434
SMILES string: C[C@@H](O)C[NH3+]
HOMO, eV: -15.4
DFT total energy, eV: -6804.134


10.
Computed, not measured: 2 unconnected molecules or ions with the total composition C3H10NO in a non-equilibrium geometry, with ωB97M-V/def2-TZVPD.

Each line ends with the Mulliken charge.
Atoms and positions in Å:
C -1.40 -2.48 -3.52  -0.59
N -2.95 -2.17 -3.61  -0.43
H -0.88 -1.59 -4.05  0.30
H -1.15 -2.51 -2.42  0.30
H -1.21 -3.44 -4.05  0.29
H -3.35 -2.03 -2.68  0.37
H -3.44 -3.02 -3.96  0.38
H -3.22 -1.51 -4.41  0.39
O 1.44 2.29 2.72  -0.48
C 1.67 2.45 3.89  0.12
C 3.08 2.89 4.37  -0.79
H 0.99 2.05 4.61  0.34
H 3.26 2.74 5.40  0.30
H 3.34 3.95 4.05  0.25
H 3.80 2.37 3.67  0.25

Values from the calculation:
Relative energy (zero: lowest compared OMol25 entry of this formula, charge and spin), eV: 1.764
Charge: +1
LUMO, eV: -4.24
HOMO-LUMO gap, Ha: 0.265
HOMO, eV: -11.4
DFT total energy, eV: -6802.547


11.
Computed, not measured: 2 unconnected molecules or ions with the total composition C3H10NO2 in a non-equilibrium geometry, with ωB97M-V/def2-TZVPD.

Each line ends with the Mulliken charge.
Atoms and positions in Å:
C -0.74 1.32 0.06  -0.86
N 0.14 0.37 -0.62  -0.62
C 0.33 -0.89 0.20  -0.58
C -1.05 -1.57 0.43  -0.43
O -1.76 -1.46 -0.76  -0.91
H -1.62 0.87 0.52  0.34
H -0.27 1.94 0.84  0.26
H -1.17 1.89 -0.77  0.26
H -0.44 -0.10 -1.33  0.38
H 0.98 -1.48 -0.45  0.29
H 0.79 -0.57 1.15  0.29
H -0.80 -2.59 0.79  0.29
H -1.65 -1.02 1.17  0.21
H 2.94 1.07 -0.99  0.29
H 1.67 1.18 -0.17  0.50
O 2.67 1.05 -0.07  -0.71

Values from the calculation:
Relative energy (zero: lowest compared OMol25 entry of this formula, charge and spin), eV: 1.397
Charge: -1
LUMO, eV: 4.13
HOMO-LUMO gap, Ha: 0.251
HOMO, eV: -2.7
DFT total energy, eV: -8857.397


12.
Computed, not measured: 2 unconnected molecules or ions with the total composition C3H10NO2 in a non-equilibrium geometry, with ωB97M-V/def2-TZVPD.

Each line ends with the Mulliken charge.
Atoms and positions in Å:
C 0.63 1.05 -0.44  -0.74
C 0.36 0.22 0.86  -0.59
C -0.27 1.00 1.99  -0.09
O -0.87 2.00 1.68  -0.42
N 0.13 0.20 -1.54  -1.71
H 1.72 1.43 -0.65  0.21
H -0.05 1.97 -0.35  0.46
H 1.31 -0.31 1.07  0.50
H -0.57 -0.49 0.75  0.14
H -0.28 0.49 2.99  0.33
H 0.84 -0.24 -2.10  1.00
H -0.51 0.87 -2.12  0.78
H -0.39 -0.60 -1.36  0.25
H 0.03 -2.57 0.10  0.32
H -1.45 -2.77 -0.33  0.36
O -0.63 -2.25 -0.55  -0.80

Values from the calculation:
Relative energy (zero: lowest compared OMol25 entry of this formula, charge and spin), eV: 2.294
Charge: 0
LUMO (alpha / beta), eV: 0.37 / 0.19
Spin multiplicity: 2
HOMO-LUMO gap (alpha / beta), Ha: 0.134 / 0.383
HOMO (alpha / beta), eV: -3.3 / -10.2
DFT total energy, eV: -8853.521


13.
Computed, not measured: 2 unconnected molecules or ions with the total composition C3H10NO2 in a non-equilibrium geometry, with ωB97M-V/def2-TZVPD.

Each line ends with the Mulliken charge.
Atoms and positions in Å:
C 0.12 1.63 1.56  -1.09
C -0.12 1.26 -1.52  -0.74
C 0.00 0.36 0.76  0.93
N 0.04 -2.65 -0.25  -0.43
O -0.08 -0.71 1.40  -0.68
O -0.09 0.24 -0.59  -0.37
H -0.68 2.35 1.26  0.33
H 0.20 1.49 2.65  0.32
H 1.04 2.27 1.37  0.34
H -0.17 0.68 -2.45  0.29
H 0.72 1.98 -1.52  0.33
H -1.04 1.86 -1.66  0.34
H -0.59 -2.62 -1.09  0.36
H -0.36 -3.42 0.33  0.42
H 0.93 -2.83 -0.72  0.37
H 0.08 -1.87 0.45  0.30

Values from the calculation:
Relative energy (zero: lowest compared OMol25 entry of this formula, charge and spin), eV: 0.950
Charge: +1
LUMO, eV: -3.44
HOMO-LUMO gap, Ha: 0.429
HOMO, eV: -15.1
DFT total energy, eV: -8851.390


14.
Computed, not measured: a gas-phase ion, C3H10NO2 (charge +1) in a non-equilibrium geometry, with ωB97M-V/def2-TZVPD.

Each line ends with the Mulliken charge.
Atoms and positions in Å:
C 1.53 -0.62 1.25  -1.31
C 0.34 0.28 0.95  -0.56
C -0.22 0.05 -0.50  0.53
N -1.37 1.01 -0.95  -0.34
O -0.97 -1.20 -0.72  -0.59
O 0.69 0.10 -1.47  -0.48
H 1.15 -1.56 1.52  0.38
H 2.26 -0.91 0.42  0.30
H 2.01 -0.27 2.04  0.46
H 0.80 1.26 0.90  0.40
H -0.33 0.31 1.85  0.38
H -1.35 1.27 -2.02  0.41
H -1.43 1.88 -0.38  0.37
H -2.31 0.59 -0.91  0.38
H -1.27 -1.60 0.08  0.33
H 0.46 -0.59 -2.06  0.34

Values from the calculation:
Relative energy (zero: lowest compared OMol25 entry of this formula, charge and spin), eV: 1.715
Charge: +1
LUMO, eV: -3.73
HOMO-LUMO gap, Ha: 0.452
SMILES string: CCC([NH3+])(O)O
HOMO, eV: -16.0
DFT total energy, eV: -8850.626


15.
Computed, not measured: 2 unconnected molecules or ions with the total composition C3H10NO2 in a non-equilibrium geometry, with ωB97M-V/def2-TZVPD.

Each line ends with the Mulliken charge.
Atoms and positions in Å:
O 1.39 -0.03 2.73  0.07
C 0.61 -0.10 1.83  0.11
C 0.47 0.94 0.74  -0.43
N -0.38 0.39 -0.35  -0.09
C -0.44 1.19 -1.65  -0.79
H 0.02 -1.06 1.74  0.41
H 0.13 1.93 1.08  0.50
H 1.47 1.15 0.37  0.46
H -0.11 -0.61 -0.45  0.29
H -1.34 0.34 0.00  0.40
H -1.46 1.51 -1.79  0.37
H -0.11 0.57 -2.46  0.37
H 0.19 2.07 -1.57  0.34
H -0.86 -3.02 0.22  0.34
H 0.50 -2.84 -0.54  0.32
O -0.09 -2.44 0.11  -0.65

Values from the calculation:
Relative energy (zero: lowest compared OMol25 entry of this formula, charge and spin), eV: 1.079
Charge: +2
LUMO (alpha / beta), eV: -10.80 / -14.23
Spin multiplicity: 2
HOMO-LUMO gap (alpha / beta), Ha: 0.381 / 0.254
HOMO (alpha / beta), eV: -21.2 / -21.2
DFT total energy, eV: -8836.639